# 1
# C26H29FN4O

One molecule with the formula C26H29FN4O (the ωB97M-V functional and the def2-TZVPD basis, the OMol25 dataset).

SMILES: Cc1ccc2nccc(C(=O)N3CCC[C@H](N4CCN(c5ccc(F)cc5)CC4)C3)c2c1
HOMO: -7.451 eV

Each line ends with the Mulliken charge.
Cartesian coordinates (Å):
C (-2.09591, -1.97773, 3.23783)  -1.819
C (-2.53250, -2.18328, 1.81968)  0.844
C (-3.03741, -1.15566, 1.06674)  -0.641
C (-3.43953, -1.36071, -0.26777)  0.990
C (-3.91624, -0.32195, -1.10550)  0.328
C (-4.34339, -0.63641, -2.37156)  -0.289
C (-4.25325, -1.97149, -2.80311)  -0.460
N (-3.76717, -2.94000, -2.08008)  -0.695
C (-3.36108, -2.66554, -0.82503)  -0.284
C (-2.83727, -3.70989, -0.03368)  -0.634
C (-2.42656, -3.46764, 1.24480)  -0.616
H (-2.02407, -4.27025, 1.84645)  0.460
H (-2.78010, -4.69426, -0.47072)  0.477
H (-4.58227, -2.24353, -3.79809)  0.399
H (-4.72793, 0.12581, -3.03166)  0.485
C (-3.98392, 1.08625, -0.58896)  0.411
O (-5.00363, 1.54654, -0.11079)  -0.681
N (-2.84166, 1.80031, -0.71401)  0.308
C (-1.58394, 1.28231, -1.18849)  -1.665
H (-1.71907, 0.30332, -1.64746)  0.379
H (-1.18956, 1.96718, -1.94769)  0.284
C (-0.58151, 1.16394, -0.01897)  1.200
N (0.59901, 0.46955, -0.47937)  0.226
C (1.21733, -0.49062, 0.40930)  -0.239
H (0.45178, -0.95163, 1.03516)  0.096
C (2.32012, 0.14101, 1.27470)  -1.271
N (3.32970, 0.77590, 0.45395)  0.112
C (4.44322, 0.07678, 0.01921)  0.698
C (4.60483, -1.29838, 0.22923)  -0.280
C (5.76192, -1.95198, -0.14916)  -0.831
C (6.77673, -1.23835, -0.75419)  0.314
C (6.65785, 0.12171, -0.97385)  -0.701
C (5.50452, 0.76803, -0.58354)  -0.198
H (5.43971, 1.83482, -0.72910)  0.422
H (7.46801, 0.66398, -1.43531)  0.417
F (7.90824, -1.87828, -1.13494)  -0.340
H (5.87425, -3.01236, 0.01392)  0.423
H (3.82122, -1.88289, 0.68322)  0.243
C (2.72842, 1.79317, -0.38518)  -0.746
C (1.59526, 1.18873, -1.24231)  -1.195
H (1.11385, 1.97213, -1.82700)  0.473
H (2.04910, 0.47303, -1.93990)  0.469
H (3.47174, 2.22943, -1.04903)  0.411
H (2.33870, 2.58269, 0.26487)  0.283
H (2.78142, -0.59672, 1.92998)  0.569
H (1.88134, 0.92136, 1.90748)  0.323
H (1.66374, -1.27125, -0.21817)  0.574
C (-0.40769, 2.55919, 0.60641)  -0.984
H (0.25636, 2.50765, 1.47122)  0.236
C (-1.76894, 3.10062, 1.04369)  -0.569
C (-2.74406, 3.12212, -0.13258)  -1.087
H (-3.74394, 3.41463, 0.19274)  0.506
H (-2.39508, 3.82275, -0.89951)  0.353
H (-1.66024, 4.10974, 1.44394)  0.431
H (-2.17841, 2.46710, 1.83349)  0.287
H (0.03129, 3.24103, -0.12510)  0.353
H (-1.04603, 0.51343, 0.72991)  -0.331
H (-3.16336, -0.17205, 1.49826)  0.626
H (-2.20218, -0.93719, 3.53466)  0.330
H (-2.69694, -2.59101, 3.90811)  0.473
H (-1.05487, -2.27516, 3.36287)  0.346

=====

# 2
# C26H29GeN2O2PdS

C26H29GeN2O2PdS as an isolated structure in a non-equilibrium geometry (the ωB97M-V functional and the def2-TZVPD basis, the OMol25 dataset).

Multiplicity: 5
Net charge: +1
HOMO (alpha / beta): -10.296 / -11.459 eV

Each line ends with the Mulliken charge.
Cartesian coordinates (Å):
Pd (0.26886, -0.76003, 1.35504)  0.068
C (2.56777, -2.71704, 1.01848)  -0.075
C (1.21928, -3.08650, 1.04790)  -0.223
C (0.46627, -2.89141, 2.21775)  -1.008
C (1.06967, -2.27221, 3.32317)  -0.461
C (2.42371, -1.93111, 3.28648)  -0.112
C (3.17001, -2.16009, 2.13934)  -0.791
H (3.15763, -2.92020, 0.13388)  0.462
H (0.80090, -3.66360, 0.23407)  0.606
H (-0.53097, -3.30073, 2.29997)  0.443
H (0.51305, -2.16984, 4.24460)  0.397
H (2.89416, -1.51642, 4.16849)  0.479
H (4.22584, -1.92156, 2.12080)  0.473
C (-1.58290, -3.95586, -5.76638)  -1.478
C (-1.66167, -3.16874, -4.49125)  0.951
C (-0.63230, -3.21613, -3.55212)  -1.005
C (-0.70788, -2.47882, -2.38377)  -0.358
C (-1.82626, -1.68940, -2.15157)  -0.043
C (-2.86521, -1.62440, -3.06680)  -0.340
C (-2.77554, -2.37036, -4.22816)  -0.701
S (-1.87198, -0.73124, -0.67193)  1.702
O (-1.89918, -1.59870, 0.49092)  -0.753
O (-2.85105, 0.30476, -0.78549)  -0.716
N (-0.34785, -0.09669, -0.53897)  0.570
C (0.16814, 0.96534, -1.13382)  0.717
C (-0.37852, 1.62158, -2.25843)  -0.538
C (0.24529, 2.74553, -2.77341)  -1.022
C (1.40471, 3.24321, -2.20651)  -0.790
C (2.00212, 2.61191, -1.08364)  0.953
C (3.17220, 3.08572, -0.45947)  -0.751
C (3.66423, 2.41963, 0.63201)  -1.038
C (2.99221, 1.28025, 1.09044)  -0.205
N (1.89628, 0.81341, 0.52662)  0.360
C (1.39542, 1.46335, -0.54281)  -0.147
H (-0.65584, -4.52164, -5.83026)  0.354
H (-1.64114, -3.29410, -6.63160)  0.349
H (-2.41956, -4.65232, -5.83719)  0.355
H (0.23193, -3.84153, -3.73683)  0.348
H (0.09225, -2.50189, -1.65455)  0.232
H (-3.72859, -1.00380, -2.86291)  0.556
H (-3.58452, -2.33348, -4.94714)  0.414
H (-1.29997, 1.25085, -2.68601)  0.442
H (-0.19048, 3.24281, -3.62917)  0.437
H (1.87064, 4.13560, -2.60541)  0.454
H (3.66034, 3.97016, -0.84946)  0.463
H (4.55532, 2.75857, 1.14082)  0.442
H (3.35896, 0.73046, 1.94853)  0.458
C (-1.47120, 3.00818, 1.16995)  -0.903
Ge (-1.20621, 2.24831, 2.96771)  0.517
C (-0.30178, 3.56256, 4.14764)  -1.243
C (-2.94257, 1.73648, 3.75699)  -1.139
C (-0.01226, 0.73451, 2.89565)  -0.841
H (-2.16807, 3.84532, 1.20708)  0.479
H (-1.88074, 2.25278, 0.50003)  0.144
H (-0.52383, 3.36968, 0.76194)  0.213
H (-0.98302, 4.38980, 4.34992)  0.379
H (0.59726, 3.95580, 3.67280)  0.349
H (-0.02670, 3.10017, 5.09508)  0.389
H (-3.52448, 2.63537, 3.96188)  0.369
H (-2.80008, 1.19173, 4.68900)  0.364
H (-3.49606, 1.10759, 3.06000)  0.356
H (0.70395, 0.60843, 3.71004)  0.636

=====

# 3
# C26H29IN4O5SY

C26H29IN4O5SY as an isolated structure in a non-equilibrium geometry (the ωB97M-V functional and the def2-TZVPD basis, the OMol25 dataset).

Net charge: -1
HOMO: -4.235 eV

Each line ends with the Mulliken charge.
Cartesian coordinates (Å):
Y (0.10542, 0.20359, 0.03362)  0.709
C (0.72373, 2.24384, 4.05474)  -0.935
C (-0.57997, 1.52362, 3.86941)  0.703
N (-1.19506, 1.03055, 4.92116)  -0.692
C (-2.35504, 0.35608, 4.74986)  -0.836
C (-2.97371, 0.21584, 3.53738)  0.376
C (-4.15666, -0.71015, 3.42347)  -0.843
O (-3.76382, -2.05905, 3.21789)  -0.574
C (-2.35918, 0.78859, 2.40445)  0.649
C (-3.02849, 0.82199, 1.12203)  -0.846
N (-2.43354, 1.00295, 0.00454)  0.420
C (-3.16292, 1.08808, -1.19628)  0.304
C (-4.39151, 0.46766, -1.42171)  -0.064
C (-5.03260, 0.56908, -2.64621)  -1.005
C (-4.45898, 1.29234, -3.68273)  -0.475
C (-3.23104, 1.90868, -3.48512)  -0.657
C (-2.60179, 1.79745, -2.25762)  0.203
I (-0.73096, 2.69960, -1.99155)  0.137
C (-1.08766, 1.37962, 2.53591)  0.834
O (-0.40195, 1.81398, 1.52773)  -1.095
H (1.09433, 2.06091, 5.06217)  0.369
H (0.59463, 3.32136, 3.91369)  0.292
H (1.44904, 1.91055, 3.31324)  -0.030
H (-2.78390, -0.10241, 5.63576)  0.371
H (-4.84190, -0.39045, 2.63195)  0.187
H (-4.72184, -0.69038, 4.35468)  0.437
H (-3.06997, -2.10295, 2.53857)  0.346
H (-4.11584, 0.73972, 1.13933)  0.647
H (-4.83529, -0.13584, -0.63796)  0.373
H (-5.97877, 0.06351, -2.79449)  0.368
H (-4.95133, 1.36398, -4.64499)  0.366
H (-2.75933, 2.46423, -4.28489)  0.381
C (5.24770, 1.03624, -4.94214)  -0.804
O (5.96616, 1.00812, -3.72053)  -0.448
C (5.24319, 0.84635, -2.58118)  1.169
C (6.00938, 0.77373, -1.39694)  -1.047
C (5.35319, 0.61122, -0.21198)  -0.779
C (3.94508, 0.52102, -0.11960)  0.037
C (3.30859, 0.35877, 1.16797)  1.062
C (4.14762, 0.24802, 2.42124)  -1.836
O (2.08358, 0.31373, 1.31828)  -0.197
C (3.17091, 0.60190, -1.31968)  0.016
O (1.89409, 0.54135, -1.35407)  -0.642
C (3.87476, 0.76228, -2.55037)  -0.502
H (5.98768, 1.12281, -5.73284)  0.231
H (4.57068, 1.89253, -4.98325)  0.322
H (4.66969, 0.12102, -5.08217)  0.333
H (7.08726, 0.84581, -1.45604)  0.410
H (5.94145, 0.55474, 0.69632)  0.354
H (4.86274, -0.57273, 2.34185)  0.491
H (3.47973, 0.06865, 3.25958)  0.313
H (4.70754, 1.16988, 2.59504)  0.402
H (3.26503, 0.81540, -3.43978)  0.412
C (0.43073, -4.22922, -0.58160)  -0.839
N (-0.96367, -3.84038, -0.71441)  -0.581
C (-1.29794, -2.45862, -0.30336)  1.210
N (-2.76205, -2.46408, -0.09143)  -0.524
S (-0.53027, -2.02992, 1.33346)  -0.545
H (0.54817, -5.24609, -0.96160)  0.384
H (0.71695, -4.21781, 0.46640)  0.293
H (1.13622, -3.57852, -1.12382)  0.174
H (-1.19280, -3.86924, -1.70217)  0.353
H (-3.20909, -2.68857, -0.97795)  0.382
H (-3.03932, -1.51825, 0.13819)  -0.184
C (-0.85320, -1.40105, -1.34511)  -1.357
H (-1.69351, -1.19181, -2.01707)  0.104
H (-0.07037, -1.84383, -1.97728)  0.414

=====

What is the formula in the third record? C26H29IN4O5SY